C8H13N | the ωB97M-V functional and the def2-TZVPD basis

Properties
E ... -366.91292 Eh
SMILES ... C[C@@]12CC=C[C@H](CC1)N2
HOMO-LUMO gap ... 8.21 eV
LUMO energy ... 0.97 eV

Geometry as ORCA input:
```
! RIJCOSX wB97M-V def2-TZVPD def2/J DEFGRID3
* xyz 0 1
C -0.119 0.364 1.724
C 0.887 0.194 0.386
C 0.517 1.796 -0.088
C -1.113 1.547 -0.399
C -1.671 0.414 -0.821
C -0.768 -0.785 -0.703
C 0.091 -2.101 -0.081
C 1.505 -1.248 0.546
N 0.469 -0.177 -1.101
H -0.357 -0.605 2.211
H -0.795 1.300 1.868
H 1.049 0.346 2.333
H 0.554 2.537 0.615
H 1.025 2.088 -1.038
H -1.701 2.500 -0.004
H -2.766 0.222 -1.081
H -0.793 -0.438 0.282
H -0.554 -2.671 0.669
H 0.350 -2.718 -0.951
H 2.028 -1.497 1.524
H 2.272 -1.504 -0.242
H 0.431 0.592 -1.861
*
```

natural (NBO) charges in e: -0.73 0.06 -0.35 -0.28 -0.18 -0.29 -0.34 -0.42 -0.66 0.23 0.26 0.25 0.19 0.21 0.23 0.23 0.33 0.20 0.22 0.21 0.23 0.38

***

C44H72N9O2PSr | the ωB97M-V functional and the def2-TZVPD basis

Properties
E ... -2734.85411 Eh
HOMO-LUMO gap ... 7.11 eV
LUMO energy ... -5.13 eV

Geometry as ORCA input:
```
! RIJCOSX wB97M-V def2-TZVPD def2/J DEFGRID3
* xyz 2 1
Sr -0.100 -0.449 -1.085
C 7.446 -0.636 -0.412
C 5.964 -0.482 -0.201
C 5.390 -0.476 1.035
C 3.995 -0.261 1.199
C 3.382 -0.028 2.434
N 3.722 -0.500 3.616
C 4.521 -1.709 3.881
C 4.110 -2.887 2.992
C 2.618 -3.248 3.110
N 1.981 -3.505 1.821
C 1.694 -4.698 1.364
C 1.058 -4.973 0.142
C 0.908 -6.330 -0.236
C 0.350 -6.695 -1.430
C 0.196 -8.131 -1.856
C -0.074 -5.650 -2.271
C -0.005 -4.308 -1.948
C -0.495 -3.363 -2.946
N -0.767 -2.135 -2.737
C -1.148 -1.305 -3.869
C -0.361 0.008 -3.880
C 1.161 -0.191 -3.966
N 1.769 -0.242 -2.641
C 3.019 -0.073 -2.508
C 3.740 -0.151 -1.235
C 5.105 -0.304 -1.313
C 3.102 -0.146 0.068
O 1.868 -0.089 0.278
C 0.584 -3.901 -0.699
O 0.712 -2.690 -0.332
H 7.965 -0.801 0.531
H 7.872 0.255 -0.878
H 7.664 -1.481 -1.068
H 6.023 -0.556 1.912
H 2.498 0.608 2.423
H 3.226 -0.116 4.406
H 4.356 -1.957 4.928
H 5.585 -1.506 3.775
H 4.729 -3.741 3.272
H 4.343 -2.670 1.951
H 2.064 -2.436 3.582
H 2.480 -4.127 3.738
H 1.711 -2.738 1.198
H 1.980 -5.536 1.995
H 1.266 -7.097 0.445
H 0.592 -8.809 -1.101
H 0.727 -8.323 -2.790
H -0.853 -8.385 -2.016
H -0.495 -5.918 -3.237
H -0.633 -3.788 -3.949
H -2.219 -1.088 -3.820
H -0.965 -1.821 -4.819
H -0.615 0.635 -3.016
H -0.699 0.602 -4.729
H 1.614 0.599 -4.571
H 1.354 -1.142 -4.474
H 3.655 0.115 -3.383
H 5.560 -0.306 -2.300
N -2.729 0.281 -1.264
C -3.729 0.334 -0.177
C -4.325 -1.033 0.120
C -3.332 -2.092 0.602
C -2.519 -1.641 1.817
N -1.181 -1.163 1.428
H -2.657 1.202 -1.708
H -3.093 -0.318 -2.003
H -4.545 1.018 -0.429
H -3.239 0.737 0.715
H -4.853 -1.397 -0.769
H -5.092 -0.901 0.888
H -2.641 -2.373 -0.202
H -3.895 -2.995 0.846
H -2.454 -2.446 2.552
H -3.029 -0.814 2.313
H -0.547 -1.953 1.365
H -0.822 -0.524 2.132
C 2.670 4.791 -0.846
C 1.988 3.505 -0.929
N 1.438 2.499 -0.991
H 2.114 5.461 -0.191
H 2.738 5.239 -1.836
H 3.674 4.657 -0.447
C -4.486 1.810 3.518
C -3.117 2.212 4.075
C -2.802 1.385 5.323
P -1.821 2.021 2.746
C -2.367 3.398 1.600
C -1.578 3.430 0.286
C -2.498 4.801 2.197
C -0.260 2.594 3.594
C 0.747 3.160 2.589
C 0.383 1.391 4.291
H -5.253 1.956 4.281
H -4.493 0.752 3.243
H -4.782 2.392 2.642
H -3.153 3.262 4.369
H -2.604 0.339 5.070
H -3.658 1.403 6.000
H -1.945 1.779 5.873
H -3.378 3.062 1.346
H -0.716 4.096 0.341
H -2.214 3.790 -0.529
H -1.188 2.450 0.019
H -1.570 5.139 2.664
H -3.286 4.858 2.946
H -2.748 5.517 1.410
H -0.497 3.357 4.340
H 0.893 2.466 1.753
H 1.714 3.310 3.078
H 0.435 4.118 2.178
H 0.671 0.649 3.534
H -0.282 0.893 4.995
H 1.281 1.702 4.834
C -4.703 2.853 -6.368
C -3.637 2.942 -5.330
C -2.415 3.577 -5.320
C -1.854 3.307 -4.056
N -2.665 2.551 -3.329
N -3.734 2.336 -4.127
C -0.538 3.766 -3.518
H -4.610 3.675 -7.073
H -5.697 2.902 -5.922
H -4.629 1.920 -6.930
H -1.993 4.175 -6.113
H -4.537 1.853 -3.763
H -0.074 4.474 -4.204
H 0.151 2.929 -3.375
H -0.663 4.251 -2.548
*
```

Here are the Mulliken charges for atoms 1 to 99, given in e: 1.20 -1.57 0.41 -0.81 0.17 -0.40 0.04 -1.21 -0.43 -0.94 0.51 0.07 0.19 -0.77 0.00 -1.72 -0.49 1.15 -1.33 0.52 -1.93 0.86 -1.43 0.57 -1.82 1.53 -1.04 0.16 0.09 -0.73 0.79 0.38 0.35 0.37 0.44 0.39 0.36 0.47 0.34 0.58 0.35 0.29 0.62 -0.62 0.47 0.40 0.38 0.37 0.37 0.51 0.24 0.31 0.62 -0.47 0.55 0.62 0.40 0.34 0.52 0.53 0.03 -1.39 -0.04 -0.03 0.15 -0.09 0.05 0.48 -0.59 0.52 0.47 -0.19 0.44 0.60 -0.56 0.03 -0.21 -1.48 0.52 0.00 0.33 0.38 0.39 -1.45 0.26 -1.68 0.89 0.37 -1.61 -1.71 0.79 -1.78 -0.87 0.50 0.19 0.29 0.44 0.30 0.48

***

C13H35O7PS2 | the ωB97M-V functional and the def2-TZVPD basis

Properties
E ... -2180.57468 Eh
SMILES ... CCOCCCCC[PH4].CCOS(C)(=O)=O.CCOS(C)(=O)=O
HOMO-LUMO gap ... 8.35 eV
LUMO energy ... 0.43 eV

Geometry as ORCA input:
```
! RIJCOSX wB97M-V def2-TZVPD def2/J DEFGRID3
* xyz 0 1
C 2.704 -2.155 -4.702
C 2.915 -0.716 -5.140
O 1.714 0.039 -5.163
C 1.212 0.394 -3.883
C -0.041 -0.392 -3.526
C -1.230 -0.010 -4.405
C -2.524 -0.813 -4.176
C -2.343 -2.283 -3.816
P -1.645 -3.341 -5.254
H 2.472 -2.235 -3.637
H 3.601 -2.748 -4.892
H 1.875 -2.590 -5.266
H 3.640 -0.214 -4.485
H 3.304 -0.677 -6.158
H 0.995 1.469 -3.918
H 1.985 0.239 -3.118
H 0.191 -1.456 -3.626
H -0.281 -0.231 -2.468
H -0.910 -0.081 -5.449
H -1.446 1.052 -4.235
H -3.131 -0.312 -3.415
H -3.119 -0.757 -5.098
H -1.690 -2.396 -2.943
H -3.312 -2.715 -3.544
H -1.993 -2.310 -6.189
H -2.564 -4.389 -4.981
H -0.362 -3.435 -4.644
H -1.119 -4.126 -6.378
C -2.126 1.120 3.180
C -1.771 2.437 2.539
O -0.832 2.273 1.429
S -1.417 1.761 0.052
C -0.119 2.334 -0.986
O -2.629 2.469 -0.237
O -1.438 0.329 0.026
H -2.705 0.485 2.512
H -2.715 1.320 4.077
H -1.227 0.592 3.490
H -2.642 2.968 2.157
H -1.229 3.085 3.224
H -0.080 3.418 -0.939
H -0.365 2.001 -1.992
H 0.814 1.886 -0.653
C 0.501 0.134 9.118
C 1.029 1.326 8.357
O 1.997 0.937 7.337
S 1.429 0.321 5.994
C 2.838 0.601 4.983
O 0.331 1.126 5.542
O 1.226 -1.086 6.145
H -0.101 -0.511 8.481
H -0.119 0.491 9.942
H 1.322 -0.452 9.532
H 0.236 1.889 7.867
H 1.599 1.999 8.994
H 3.007 1.671 4.902
H 2.602 0.169 4.012
H 3.689 0.093 5.429
*
```

natural (NBO) charges in e: -0.64 -0.05 -0.55 -0.06 -0.44 -0.41 -0.41 -0.75 0.65 0.20 0.21 0.21 0.16 0.19 0.17 0.17 0.21 0.21 0.21 0.20 0.21 0.20 0.21 0.21 -0.05 -0.03 -0.05 -0.18 -0.64 -0.07 -0.73 2.39 -0.89 -0.95 -0.94 0.22 0.22 0.23 0.20 0.20 0.25 0.25 0.25 -0.64 -0.07 -0.73 2.39 -0.89 -0.96 -0.93 0.23 0.22 0.22 0.20 0.20 0.25 0.26 0.25

***

C5H9N | the ωB97M-V functional and the def2-TZVPD basis

Properties
E ... -250.49102 Eh
SMILES ... C1=C(N2CC2)C1.[H][H]
HOMO-LUMO gap ... 9.62 eV
LUMO energy ... 1.34 eV

Geometry as ORCA input:
```
! RIJCOSX wB97M-V def2-TZVPD def2/J DEFGRID3
* xyz 0 1
C -0.762 0.157 -1.946
C -0.734 -0.186 -0.697
N -0.879 0.146 0.630
C -0.095 1.194 1.245
C 0.070 -0.229 1.656
C -0.867 -1.322 -1.650
H -0.874 0.903 -2.714
H 0.706 1.638 0.659
H -0.637 1.888 1.879
H -0.365 -0.584 2.585
H 0.980 -0.742 1.358
H -1.833 -1.832 -1.742
H -0.017 -1.981 -1.844
H 2.778 0.623 -0.070
H 2.654 0.379 0.621
*
```

natural (NBO) charges in e: -0.27 0.19 -0.40 -0.24 -0.24 -0.42 0.22 0.20 0.20 0.20 0.20 0.17 0.17 0.01 -0.01